C5H13N2 | ωB97M-V with the def2-TZVPD basis set

Geometry as XYZ:
```
20
Properties=species:S:1:pos:R:3
C -2.028 0.423 1.258
C -0.504 0.683 1.266
C 0.234 0.272 2.300
N 1.643 0.508 2.429
H -2.576 0.737 2.137
H -2.531 0.899 0.351
H -2.180 -0.649 1.265
H 0.000 1.234 0.459
H -0.178 -0.346 3.106
H 1.785 0.725 3.416
H 1.818 1.387 1.914
C 1.243 0.025 -2.677
C -0.797 -1.029 -1.714
N 0.159 -0.964 -2.594
H 1.280 0.449 -3.684
H 2.202 -0.447 -2.520
H 1.070 0.834 -1.986
H -0.867 -0.326 -0.827
H -1.494 -1.852 -1.783
H 0.171 -1.696 -3.288
```

Values from the calculation:
multiplicity: 1
max |F|: 1.94 eV Å⁻¹
charge: +1
HOMO level: -11.57 eV

C5H13N2 | ωB97M-V with the def2-TZVPD basis set

Geometry as XYZ:
```
20
Properties=species:S:1:pos:R:3
C -1.034 -0.059 -1.428
C -1.105 -0.582 0.057
C -0.143 0.448 0.789
C 1.242 0.777 0.036
C 1.979 1.956 0.072
N 1.620 -1.800 -0.083
N -2.442 -0.236 0.590
H -1.417 0.984 -1.413
H 0.042 -0.100 -1.576
H -1.546 -0.731 -2.131
H -0.648 -1.440 0.313
H -0.012 -0.068 1.745
H -0.615 1.396 0.857
H 1.600 2.977 0.119
H 3.066 1.944 -0.091
H 2.099 -2.241 -0.808
H 1.721 -0.274 -0.126
H 1.606 -2.431 0.718
H -2.549 -0.418 1.592
H -3.233 -0.585 0.095
```

Values from the calculation:
multiplicity: 1
max |F|: 6.89 eV Å⁻¹
charge: +1
HOMO level: -13.45 eV

C5H13N2 | ωB97M-V with the def2-TZVPD basis set

Geometry as XYZ:
```
20
Properties=species:S:1:pos:R:3
C -2.933 -0.787 -0.092
C -1.558 -0.449 0.559
C -0.714 0.404 -0.429
C 0.737 0.191 -0.171
N 1.222 0.395 1.266
C 1.764 0.498 -1.022
N 3.030 0.017 -0.725
H -3.290 0.094 -0.651
H -2.931 -1.668 -0.726
H -3.670 -0.885 0.711
H -1.016 -1.369 0.749
H -1.743 0.183 1.413
H -0.957 0.177 -1.477
H -0.894 1.480 -0.416
H 2.227 0.622 1.194
H 1.359 -0.571 1.601
H 0.674 0.926 1.936
H 1.602 1.132 -1.884
H 3.310 -0.951 -0.709
H 3.782 0.561 -1.127
```

Values from the calculation:
multiplicity: 1
max |F|: 3.95 eV Å⁻¹
charge: +1
HOMO level: -13.01 eV

C5H13N2 | ωB97M-V with the def2-TZVPD basis set

Geometry as XYZ:
```
20
Properties=species:S:1:pos:R:3
N 0.997 0.308 -2.299
C -0.189 -0.252 -1.581
C -0.563 0.455 -0.296
C -1.466 -0.231 0.662
C -0.306 -1.032 1.522
C 0.777 0.028 1.711
N 0.863 0.812 0.340
H 0.903 1.060 -2.930
H 1.492 -0.478 -2.650
H -1.214 -0.240 -2.124
H 0.045 -1.386 -1.435
H -0.933 1.478 -0.521
H -1.978 0.429 1.421
H -2.132 -0.852 0.184
H -0.857 -1.399 2.413
H 0.019 -1.923 0.926
H 1.822 -0.318 1.920
H 0.378 0.833 2.379
H 1.471 0.964 -0.460
H 0.872 1.746 0.819
```

Values from the calculation:
multiplicity: 1
max |F|: 5.06 eV Å⁻¹
charge: +1
HOMO level: -14.10 eV

C5H13N2 | ωB97M-V with the def2-TZVPD basis set

Geometry as XYZ:
```
20
Properties=species:S:1:pos:R:3
C 2.669 -1.809 0.356
C -0.669 1.246 0.981
C -1.800 -0.078 -0.879
C 0.414 -1.215 0.434
C -0.530 0.270 -0.162
N 1.740 -1.035 0.007
N 0.504 0.785 -1.114
H 3.668 -1.638 -0.011
H 2.515 -2.661 1.016
H -1.374 0.881 1.718
H 0.286 1.411 1.474
H -1.040 2.202 0.616
H -1.620 -0.752 -1.713
H -2.259 0.835 -1.263
H -2.511 -0.543 -0.204
H -0.076 -2.060 -0.049
H 0.264 -1.258 1.510
H 0.269 0.599 -2.091
H 1.399 0.158 -0.830
H 0.695 1.782 -0.996
```

Values from the calculation:
multiplicity: 3
max |F|: 5.93 eV Å⁻¹
charge: +1
HOMO level (alpha / beta): -10.05 / -15.07 eV

C5H13N2 | ωB97M-V with the def2-TZVPD basis set

Geometry as XYZ:
```
20
Properties=species:S:1:pos:R:3
C -2.546 0.542 0.224
C -1.206 -0.134 0.418
C 0.089 0.796 0.428
C 1.374 -0.188 0.329
C 1.619 -0.557 -1.146
N 2.486 0.513 0.965
N -1.131 -1.176 -0.709
H -2.698 1.040 -0.750
H -3.424 -0.104 0.314
H -2.748 1.358 0.913
H -1.155 -0.879 1.280
H 0.274 1.459 1.249
H -0.001 1.351 -0.525
H 2.075 -1.492 -1.502
H -0.025 -1.092 -1.270
H 2.879 -0.047 1.729
H 3.284 0.583 0.285
H -2.026 -1.115 -1.229
H 1.016 -1.061 0.884
H 1.866 0.203 -1.889
```

Values from the calculation:
multiplicity: 2
max |F|: 5.21 eV Å⁻¹
charge: +2
HOMO level (alpha / beta): -19.33 / -19.28 eV

C5H13N2 | ωB97M-V with the def2-TZVPD basis set

Geometry as XYZ:
```
20
Properties=species:S:1:pos:R:3
C -1.818 0.084 1.446
C -2.007 0.258 -0.041
C -0.679 0.700 -0.943
C 0.496 0.187 -0.267
C 1.099 -0.956 -0.801
N 2.565 -1.070 -0.741
N 1.119 0.884 0.710
H -2.798 0.189 1.914
H -1.478 -0.918 1.684
H -1.238 0.859 1.954
H -2.735 1.039 -0.273
H -2.318 -0.661 -0.528
H -0.968 0.336 -1.927
H -0.604 1.795 -0.967
H 0.625 -1.777 -1.323
H 2.879 -1.961 -0.309
H 2.998 -0.287 -0.241
H 2.908 -1.090 -1.720
H 0.953 1.889 0.715
H 1.002 0.499 1.657
```

Values from the calculation:
multiplicity: 2
max |F|: 1.16 eV Å⁻¹
charge: +2
HOMO level (alpha / beta): -19.21 / -19.63 eV

C5H13N2 | ωB97M-V with the def2-TZVPD basis set

Geometry as XYZ:
```
20
Properties=species:S:1:pos:R:3
C 1.594 -0.092 1.728
C 1.283 -0.089 0.231
C -0.127 0.338 -0.140
C -0.791 -0.454 -1.054
N -2.092 -0.238 -1.298
C -2.804 -0.940 -2.387
N 2.187 1.224 2.208
H 0.763 -0.323 2.398
H 2.286 -0.869 2.047
H 1.962 0.606 -0.285
H 1.481 -1.065 -0.194
H -0.691 1.147 0.305
H -0.313 -1.294 -1.536
H -2.584 0.633 -1.136
H -2.685 -0.403 -3.325
H -2.494 -1.980 -2.366
H -3.866 -0.909 -2.142
H 1.749 1.954 1.657
H 3.200 1.319 2.110
H 1.940 1.437 3.178
```

Values from the calculation:
multiplicity: 2
max |F|: 2.26 eV Å⁻¹
charge: +2
HOMO level (alpha / beta): -17.97 / -19.99 eV

C5H13N2 | ωB97M-V with the def2-TZVPD basis set

Geometry as XYZ:
```
20
Properties=species:S:1:pos:R:3
C -2.452 -0.888 0.476
C -1.315 -0.006 -0.160
C -0.189 0.379 0.807
C 1.005 1.230 0.273
C 3.270 0.462 -0.252
N 2.034 0.480 -0.355
N -0.680 -0.921 -1.208
H -2.509 -0.466 1.496
H -2.133 -1.925 0.596
H -3.425 -0.800 -0.009
H -1.722 0.876 -0.682
H -0.539 0.892 1.694
H 0.166 -0.594 1.181
H 0.619 2.074 -0.300
H 1.465 1.738 1.168
H 4.019 0.004 -0.915
H 3.890 1.061 0.451
H -1.362 -1.121 -1.944
H -0.404 -1.864 -0.877
H 0.263 -0.611 -1.443
```

Values from the calculation:
multiplicity: 2
max |F|: 2.26 eV Å⁻¹
charge: +2
HOMO level (alpha / beta): -20.50 / -20.49 eV

C5H13N2 | ωB97M-V with the def2-TZVPD basis set

Geometry as XYZ:
```
20
Properties=species:S:1:pos:R:3
C 1.306 -0.679 0.890
N 2.383 -0.758 -0.094
C -0.193 -0.807 0.262
N -0.182 -0.203 -1.143
C -1.042 1.134 -1.189
C -1.466 1.291 0.248
C -1.156 0.025 1.115
H 1.305 -1.334 1.781
H 1.474 0.280 1.407
H 2.773 -1.713 -0.146
H 3.169 -0.114 0.078
H -0.329 -1.888 0.128
H 0.767 0.117 -1.270
H -0.506 -0.680 -1.983
H -0.470 1.988 -1.583
H -1.690 0.936 -2.035
H -2.517 1.547 0.420
H -0.870 2.091 0.669
H -2.149 -0.415 1.207
H -0.648 0.267 2.030
```

Values from the calculation:
multiplicity: 2
max |F|: 4.43 eV Å⁻¹
charge: +2
HOMO level (alpha / beta): -19.94 / -19.94 eV

C5H13N2O | ωB97M-V with the def2-TZVPD basis set

Geometry as XYZ:
```
21
Properties=species:S:1:pos:R:3
C 0.310 0.110 -0.402
N 1.271 -0.852 0.195
C 2.648 -0.224 -0.201
O 2.955 1.064 0.004
C -1.140 -0.137 0.088
C -1.174 -1.572 0.633
N -2.158 0.252 -0.890
C -3.030 1.278 -0.313
H 0.389 0.213 -1.510
H 0.568 1.119 -0.118
H 2.130 -0.126 2.735
H 3.387 -0.932 0.338
H 2.587 -0.494 -1.286
H 1.961 -0.681 3.209
H 0.309 -1.536 0.629
H -1.796 -1.701 1.547
H -1.324 -2.273 -0.128
H -1.290 0.558 0.937
H -3.664 0.951 0.514
H -2.559 2.199 0.190
H -3.803 1.655 -1.062
```

Values from the calculation:
multiplicity: 1
max |F|: 4.54 eV Å⁻¹
charge: -1
HOMO level: -3.04 eV

C5H13N2O | ωB97M-V with the def2-TZVPD basis set

Geometry as XYZ:
```
21
Properties=species:S:1:pos:R:3
N -1.119 1.662 -2.389
C -1.736 1.326 -1.135
N -1.450 0.168 -0.610
C -0.276 -0.568 -0.889
C 0.988 0.148 -0.278
C 0.877 0.169 1.247
C 0.584 -1.143 1.967
O 1.596 -2.144 2.054
H -0.164 1.463 -2.512
H -1.383 2.525 -2.901
H -2.549 1.931 -0.667
H -2.049 -0.305 0.091
H 0.037 -0.833 -1.941
H -0.483 -1.467 -0.292
H 1.172 1.019 -0.922
H 1.882 -0.546 -0.384
H 1.967 0.436 1.677
H 0.315 1.060 1.719
H 0.431 -0.821 3.055
H -0.587 -1.619 1.961
H 1.947 -2.460 1.150
```

Values from the calculation:
multiplicity: 1
max |F|: 4.42 eV Å⁻¹
charge: +1
HOMO level: -13.50 eV